(1)
DFT (ωB97M-V/def2-TZVPD) results for a cluster of 2 separate species, C4H10N2 in total.

XYZ file:
```
16
Properties=species:S:1:pos:R:3:lowdin_charge:R:1
C -2.96539 -0.01403 1.76224 -0.051
C -1.71658 -0.45642 1.57949 -0.282
N -0.64190 -0.16419 0.64765 -0.008
H -3.76932 0.23364 1.13899 0.012
H -3.39371 0.20153 2.76377 0.052
H -1.28254 -1.06883 2.39241 0.092
H -0.79448 0.85602 0.43357 0.092
H 0.31739 -0.33401 1.09273 0.084
C 1.04251 0.44682 -2.47254 -0.035
C 1.68215 0.49671 -1.20220 -0.310
N 2.39016 -0.53794 -0.47527 -0.040
H 0.38678 1.25964 -2.85113 0.038
H 0.87574 -0.58418 -2.94388 0.058
H 1.87872 1.48966 -0.71853 0.097
H 2.57690 -1.42997 -1.00640 0.088
H 3.41358 -0.39445 -0.14090 0.112
```

As for the HOMO-LUMO gap: 8.82 eV. As for the SMILES: C=CN.C=CN. The lowest unoccupied orbital energy comes out at 0.0329 Ha. The molar mass comes out at 86.1 g/mol. As for the electronic energy: -267.7879 a.u. As for the net charge: 0. As for the energy relative to the best compared isomer or geometry (same formula, charge and spin): 3.741 eV. Its spin multiplicity is 1. As for the HOMO energy: -7.9 eV.



(2)
DFT (ωB97M-V/def2-TZVPD) results for a structure of composition C21H31MoN7O2SSbSe4.

XYZ file:
```
68
Properties=species:S:1:pos:R:3:lowdin_charge:R:1
Mo 0.75136 2.11717 -0.39515 0.698
Se 3.21071 5.19053 -1.19343 0.079
Sb 2.17578 4.36532 -3.26264 0.667
Se 3.10868 2.90144 -1.20739 0.082
Se -0.85871 3.95709 -0.22669 0.249
Se -0.25895 4.51600 -2.52724 0.064
C 3.81001 -1.02009 0.68676 -0.070
C 3.74071 -1.16931 -0.81468 -0.210
O 2.83291 -0.12414 -1.35506 -0.258
H 4.50244 -1.71497 1.03517 0.070
H 2.85234 -1.16746 1.19434 0.040
H 4.25504 -0.04227 0.89969 0.071
H 3.31556 -2.09043 -1.14870 0.113
H 4.69647 -0.98291 -1.27701 0.125
H 2.88356 -0.17530 -2.32297 0.095
N 2.18203 3.07349 4.63031 0.090
C 3.22536 2.76692 3.58775 -0.066
C 2.62668 2.16356 2.29732 -0.252
N 1.52495 2.87375 1.74802 -0.225
C 0.42711 2.98784 2.80698 -0.179
C 0.95623 3.64501 4.03856 -0.107
H 2.58680 3.76348 5.25421 0.195
H 1.97038 2.17159 5.06194 0.200
H 3.95360 2.11986 3.96393 0.126
H 3.71017 3.73278 3.36252 0.156
H 2.27685 1.09424 2.56579 0.120
H 3.52299 2.10976 1.57234 0.120
H 1.76161 3.80508 1.45438 0.067
H 0.18189 1.96111 3.01284 0.091
H -0.49589 3.48362 2.44590 0.091
H 0.21187 3.58276 4.80618 0.145
H 1.14620 4.74730 3.88931 0.176
C -4.36329 -0.24810 0.49961 -0.083
C -3.81705 -1.25951 1.51791 -0.214
C -2.29386 -1.25945 1.60748 -0.134
N -1.56417 -1.69505 0.32279 0.124
C -0.45748 -1.16180 -0.09382 -0.622
S 0.38703 0.06292 0.89782 0.719
N 0.20369 -1.57964 -1.17588 0.128
C -0.38124 -2.27172 -2.34004 -0.347
O 0.02748 -1.87693 -3.39769 0.148
C -1.35890 -3.32992 -2.15171 -0.181
C -2.43966 -3.57022 -3.04909 0.027
C -3.15962 -4.73043 -2.84430 -0.047
C -2.89723 -5.58530 -1.78414 -0.030
C -1.83077 -5.33880 -0.87988 -0.017
C -1.04799 -4.19018 -1.08886 -0.057
H -5.44233 -0.31020 0.52743 0.083
H -3.97353 -0.29994 -0.51724 0.044
H -4.07846 0.77354 0.81184 0.076
H -4.22203 -2.21254 1.25528 0.106
H -4.20528 -1.09498 2.50431 0.117
H -2.02321 -1.93179 2.35330 0.106
H -1.98682 -0.28321 1.88388 0.061
H -1.89534 -2.45615 -0.21490 0.105
H 0.97122 -1.02165 -1.45610 0.057
H -2.57614 -2.85061 -3.85740 0.124
H -3.99981 -4.97183 -3.52638 0.138
H -3.52507 -6.47215 -1.71151 0.125
H -1.61636 -6.17041 -0.16639 0.134
H -0.15887 -4.02736 -0.53229 0.113
N 0.03883 1.41951 -2.11059 -0.115
C -0.56547 1.08755 -3.12059 -0.162
C -1.27508 0.72166 -4.16478 -0.195
C -0.76570 1.27660 -5.32568 -0.196
N -0.26252 1.74460 -6.20933 0.230
C -2.60358 0.29903 -3.76180 -0.145
N -3.62815 0.17165 -3.28454 0.218
```

As for the HOMO-LUMO gap (spin up / spin down): 5.70 / 5.59 eV. The lowest unoccupied orbital energy (spin up / spin down) comes out at -0.3830 / -0.3861 Ha. The molar mass comes out at 979.1 g/mol. As for the electronic energy: -11663.9480 a.u. As for the net charge: +3. As for the energy relative to the best compared isomer or geometry (same formula, charge and spin): 0.949 eV. Its spin multiplicity is 1. As for the HOMO energy (spin up / spin down): -16.1 / -16.1 eV.



(3)
DFT (ωB97M-V/def2-TZVPD) results for a cluster of 2 separate species, C27H34NO3 in total.

XYZ file:
```
65
Properties=species:S:1:pos:R:3:lowdin_charge:R:1
C -3.57760 -3.86916 0.41869 -0.205
C -2.96077 -5.18962 0.86869 -0.197
C -1.43050 -5.19828 0.74557 -0.134
C -0.75081 -3.87130 1.07271 -0.227
N 0.63605 -3.84009 1.09130 -0.090
C 1.37181 -5.07555 0.80997 -0.149
C 2.84897 -4.91844 1.13882 -0.179
O 3.40499 -3.76138 0.50646 -0.136
C 2.76089 -2.57863 0.97993 -0.197
C 1.27532 -2.59386 0.64788 -0.156
C -1.50102 -2.74869 1.33974 -0.062
C -2.98389 -2.70531 1.23097 -0.225
H -3.36661 -3.71207 -0.64469 0.114
H -4.66628 -3.90079 0.53199 0.109
H -3.23406 -5.36504 1.91605 0.117
H -3.38277 -6.01717 0.28691 0.112
H -1.04776 -6.02770 1.36049 0.112
H -1.18822 -5.46637 -0.29996 0.126
H 0.97708 -5.89727 1.41611 0.122
H 1.28266 -5.33604 -0.26314 0.134
H 2.96904 -4.86791 2.23815 0.132
H 3.41768 -5.75828 0.71598 0.133
H 2.88265 -2.46125 2.07435 0.133
H 3.25931 -1.75782 0.44014 0.111
H 1.17199 -2.48504 -0.45200 0.136
H 0.80134 -1.73275 1.12351 0.085
H -1.03741 -1.82746 1.69704 0.077
H -3.28180 -1.75280 0.77633 0.101
H -3.45327 -2.71778 2.22770 0.111
C -4.34157 6.60845 2.34170 -0.043
O -4.16618 5.33606 3.00234 -0.048
C -3.23079 4.50175 2.48669 -0.225
C -3.04786 3.24813 3.13177 0.028
C -2.10778 2.36798 2.65317 0.004
C -1.30562 2.68168 1.51529 -0.208
C -0.32839 1.76565 1.02963 0.047
C 0.34736 1.95728 -0.17191 -0.071
C 1.41407 1.19036 -0.62427 0.047
C 2.15566 1.49477 -1.80075 -0.204
C 3.09202 0.56192 -2.34215 0.008
C 3.81155 0.84835 -3.47693 0.030
C 3.63289 2.10009 -4.12572 -0.225
O 4.38309 2.33737 -5.22909 -0.049
C 4.22140 3.62054 -5.87154 -0.042
C 2.70956 3.04427 -3.61113 0.008
C 1.99202 2.73937 -2.47372 0.008
C -1.50618 3.94599 0.89074 0.007
C -2.44600 4.84132 1.35705 0.008
H -5.12470 7.10159 2.91188 0.101
H -3.41713 7.19957 2.36828 0.102
H -4.65342 6.47238 1.29819 0.102
H -3.66118 3.01950 4.00144 0.132
H -1.95579 1.40404 3.14172 0.127
H -0.08749 0.88783 1.63192 0.128
H -0.00077 2.76055 -0.82206 0.094
H 1.69403 0.30622 -0.04919 0.116
H 3.22375 -0.39570 -1.83300 0.120
H 4.52761 0.14536 -3.89876 0.133
H 4.92039 3.59236 -6.70388 0.101
H 3.19467 3.75323 -6.23600 0.102
H 4.47150 4.44150 -5.18717 0.102
H 2.57254 4.00935 -4.10470 0.113
H 1.30164 3.49012 -2.09149 0.114
H -0.90652 4.24760 0.03304 0.113
H -2.57537 5.80702 0.86282 0.112
```

As for the HOMO-LUMO gap: 4.23 eV. The lowest unoccupied orbital energy comes out at -0.1877 Ha. The molar mass comes out at 420.6 g/mol. As for the electronic energy: -1329.3950 a.u. As for the net charge: +1. Its spin multiplicity is 1. As for the HOMO energy: -9.3 eV.



(4)
DFT (ωB97M-V/def2-TZVPD) results for the molecule C6H9N.

XYZ file:
```
16
Properties=species:S:1:pos:R:3:lowdin_charge:R:1
C -0.66353 1.86862 -0.18878 -0.111
C -1.91646 -0.91990 -0.12668 -0.024
C -0.46397 -0.58719 -0.21866 -0.368
C 0.62420 -1.47747 -0.09024 -0.055
C 2.83465 -0.13730 0.44935 -0.001
N 0.06312 0.62443 -0.30325 -0.017
C 1.67190 -0.61919 0.08781 -0.108
H 0.65527 -2.55568 -0.14159 0.101
H -1.42550 1.92432 -0.97738 0.081
H 0.02153 2.71198 -0.27781 0.069
H -1.13699 2.01427 0.79191 0.076
H -2.28916 -0.69328 0.87676 0.091
H -2.08353 -1.98315 -0.29831 0.077
H -2.51053 -0.35860 -0.84990 0.077
H 3.25419 0.73410 -0.03533 0.055
H 3.36482 -0.54596 1.30209 0.057
```

As for the HOMO-LUMO gap: 8.50 eV. As for the SMILES: C=C=C/C(C)=N/C. The lowest unoccupied orbital energy comes out at 0.0309 Ha. The molar mass comes out at 95.1 g/mol. As for the electronic energy: -288.6397 a.u. As for the net charge: 0. As for the energy relative to the best compared isomer or geometry (same formula, charge and spin): 3.874 eV. Its spin multiplicity is 1. As for the HOMO energy: -7.7 eV.